1.
101
Properties=species:S:1:pos:R:3:forces:R:3 method="wB97M-V/def2-TZVPD" e_homo_ev=-3.717 molar_mass_g_mol=697.6 e_tot_ha=-2696.6290 orbital_gap_ha=0.215 charge=-1
C 2.0498 -4.0288 -0.3734 -0.02 -0.01 0.04
C 1.5491 -2.7014 0.2291 0.05 -0.10 0.10
C 0.2447 -2.8212 1.0514 0.21 0.06 -0.11
In -1.2711 -1.3154 0.5185 -0.25 -0.48 0.48
F -0.6711 -0.3091 -1.1462 0.03 0.19 -0.07
C -1.5845 0.1368 2.1624 0.23 0.18 -0.01
C -0.7596 1.4341 2.1612 -0.20 0.07 -0.03
C -0.5001 2.0508 0.7697 -0.33 0.22 0.32
S 1.1386 1.7750 0.1716 -0.10 -0.17 -0.20
O 1.2353 1.9892 -1.2471 -0.04 0.11 0.03
O 1.7251 0.6125 0.7585 0.02 0.06 -0.07
O 1.8424 3.0778 0.8328 0.39 0.05 -0.14
P -3.3770 -2.5674 -0.2357 0.09 -0.08 -0.15
C -4.2456 -2.9981 1.3666 0.02 0.08 0.01
C -4.5054 -1.2335 -0.8849 0.07 0.05 0.07
C -4.6738 0.0292 -0.0273 -0.06 -0.08 0.05
H 1.2463 -4.7692 -0.4072 0.00 0.03 -0.07
H 2.8645 -4.4623 0.2141 -0.06 -0.04 0.03
H 2.4195 -3.9035 -1.3938 0.04 0.01 0.02
H 1.4466 -1.9659 -0.5715 -0.05 -0.04 0.00
H 2.3302 -2.3074 0.8848 0.01 0.12 -0.11
H 0.4587 -2.7102 2.1193 -0.04 -0.05 0.01
H -0.1881 -3.8203 0.9271 -0.04 0.05 -0.03
H -1.3420 -0.4217 3.0731 -0.06 -0.01 0.00
H -2.6437 0.3955 2.2404 0.00 -0.04 -0.10
H -1.2895 2.2046 2.7306 0.07 0.03 0.00
H 0.1959 1.2889 2.6676 0.02 -0.07 -0.06
H -0.6051 3.1333 0.8190 0.06 0.04 -0.15
H -1.1737 1.6816 -0.0044 0.16 -0.21 0.01
H 2.5533 3.3353 0.2171 -0.24 -0.07 0.22
H -4.7121 -3.9814 1.2875 -0.01 0.01 0.05
H -5.0335 -2.2759 1.5944 0.04 0.03 0.04
H -3.5562 -3.0168 2.2128 -0.03 -0.05 0.00
H -4.0708 -0.9721 -1.8531 -0.19 0.01 -0.06
H -5.4843 -1.6870 -1.0688 0.05 -0.03 -0.09
H -4.0018 0.8233 -0.3593 0.05 -0.03 0.06
H -5.6985 0.4127 -0.0649 0.04 0.07 -0.08
H -4.4482 -0.1752 1.0209 -0.02 0.04 -0.01
C 0.1968 -5.9564 3.6660 -0.01 0.06 -0.01
C -1.2847 -5.9168 3.9868 0.19 -0.02 -0.09
O -2.0079 -5.1092 3.0643 -0.26 -0.20 0.13
H 0.6059 -4.9465 3.6482 0.00 -0.01 -0.01
H 0.7390 -6.5497 4.4048 -0.01 -0.01 0.01
H 0.3662 -6.3993 2.6821 0.01 -0.01 0.01
H -1.4538 -5.4611 4.9633 0.00 -0.01 0.01
H -1.6969 -6.9337 4.0147 -0.02 0.02 0.01
H -1.8732 -5.4518 2.1722 0.07 0.15 -0.03
C -3.1950 5.8249 0.0756 0.07 -0.06 0.00
C -3.7888 4.9800 1.1863 0.09 0.04 0.04
O -2.7835 4.3888 2.0100 0.01 0.02 0.03
H -2.5265 5.2260 -0.5439 -0.01 0.00 -0.01
H -3.9806 6.2395 -0.5582 -0.01 0.00 0.01
H -2.6188 6.6575 0.4883 -0.02 0.02 0.00
H -4.3512 4.1437 0.7725 -0.02 0.00 0.01
H -4.4684 5.5753 1.8011 -0.07 0.00 -0.09
H -2.2684 5.0973 2.4093 0.01 -0.03 -0.02
C 2.1079 2.2560 -5.3792 -0.03 0.06 0.08
C 3.1810 1.6270 -4.5080 0.00 -0.04 0.04
O 3.2455 2.1987 -3.2152 -0.04 0.08 -0.20
H 2.2759 3.3307 -5.4682 0.00 0.00 -0.01
H 2.1060 1.8165 -6.3787 0.01 -0.02 0.00
H 1.1216 2.1017 -4.9372 0.00 -0.01 -0.01
H 4.1648 1.7863 -4.9516 -0.01 -0.05 -0.06
H 3.0157 0.5453 -4.4370 0.02 -0.01 -0.03
H 2.3917 2.0609 -2.7766 0.14 -0.05 0.24
C -4.8479 -5.2792 5.7337 -0.01 0.02 -0.02
C -4.9692 -6.4841 4.8165 0.00 0.04 -0.06
O -4.7313 -6.1533 3.4621 0.07 -0.15 0.15
H -5.5410 -4.4979 5.4210 0.00 0.00 0.00
H -5.0638 -5.5496 6.7697 0.00 -0.01 0.00
H -3.8383 -4.8648 5.6911 0.00 0.00 0.01
H -5.9820 -6.8890 4.8547 0.00 -0.02 0.03
H -4.2864 -7.2783 5.1484 -0.02 -0.01 0.02
H -3.8271 -5.8066 3.3975 -0.05 0.23 -0.19
C -6.5380 6.8944 5.2350 0.05 0.01 -0.04
C -7.3013 6.1043 4.1884 0.02 -0.05 0.02
O -6.4451 5.5100 3.2233 0.00 0.05 0.07
H -5.9368 7.6707 4.7607 -0.01 0.01 0.01
H -7.2218 7.3653 5.9432 -0.01 0.00 0.00
H -5.8663 6.2420 5.7977 -0.01 0.00 0.01
H -7.9639 6.7594 3.6228 -0.01 0.00 0.01
H -7.9221 5.3400 4.6690 -0.02 0.01 -0.01
H -5.8492 4.9012 3.6738 -0.02 -0.03 -0.05
C 6.8566 1.7833 -4.1570 0.03 0.02 -0.06
C 7.1282 0.2990 -4.0329 -0.02 0.00 -0.01
O 8.0631 -0.1641 -5.0121 0.09 0.02 -0.04
H 6.4773 2.0157 -5.1528 -0.01 0.00 0.01
H 6.1187 2.1041 -3.4203 -0.01 0.00 -0.01
H 7.7736 2.3610 -4.0086 0.00 -0.01 0.06
H 6.2183 -0.2750 -4.2011 0.00 0.00 0.01
H 7.4916 0.0587 -3.0290 -0.03 -0.02 0.00
H 8.8858 0.3139 -4.8672 -0.02 -0.02 0.03
C 10.9903 1.0116 -7.1212 0.03 -0.07 0.03
C 10.2498 0.4562 -8.3226 -0.08 -0.03 0.02
O 10.0101 -0.9391 -8.2124 0.03 0.01 0.07
H 11.9462 0.5047 -6.9856 0.00 0.00 -0.03
H 11.1703 2.0826 -7.2256 -0.02 0.01 -0.01
H 10.3995 0.8533 -6.2176 0.02 0.07 0.02
H 10.8417 0.5861 -9.2289 -0.01 -0.01 -0.01
H 9.3037 0.9903 -8.4623 0.02 0.04 -0.02
H 9.4464 -1.0862 -7.4433 -0.03 0.00 -0.04

---

2.
27
Properties=species:S:1:pos:R:3:forces:R:3 method="wB97M-V/def2-TZVPD" e_homo_ev=-9.159 molar_mass_g_mol=190.2 e_tot_ha=-681.5370 orbital_gap_ha=0.357 smiles="C[C@@H]1[C@@H](NCOCCN)N1[N+](=O)[O-]"
C -1.9993 -3.0509 2.1114 0.02 0.71 1.62
C -2.2468 -1.5614 2.0245 -0.74 -1.04 -3.07
C -1.0523 -0.7145 1.5919 -2.08 2.46 -0.39
N -1.0525 0.5269 0.8660 1.66 -1.13 -0.38
C 0.2823 1.1643 1.0148 -0.52 -1.21 1.69
O 1.2329 0.6943 0.1656 1.73 -0.84 -2.14
C 1.1766 1.1444 -1.2446 -0.39 -0.59 2.35
C 2.5356 1.4911 -1.7782 1.16 -1.51 1.15
N 2.4141 1.9307 -3.1060 -0.24 1.86 -2.57
N -1.6164 -0.7198 2.9265 -0.39 0.31 3.03
N -2.4632 0.2898 3.4745 2.72 -0.63 0.10
O -3.4920 -0.0932 3.9463 -1.04 0.19 -0.07
O -1.9231 1.3669 3.5776 -0.58 0.64 -0.06
H -0.9277 -3.1177 2.3418 -0.35 -0.59 0.16
H -2.6282 -3.5264 2.8928 0.54 0.27 -0.32
H -2.1945 -3.5318 1.1890 -0.18 -0.41 -1.02
H -3.2536 -1.2372 1.6562 0.98 -0.20 0.34
H -0.0697 -1.0991 1.5795 0.78 -0.85 -0.06
H -1.8283 1.1623 0.8925 -0.22 -0.13 0.38
H 0.1170 2.1786 0.8175 -0.23 1.93 0.22
H 0.7750 0.9634 2.0450 -1.25 0.60 -1.31
H 0.5082 2.0071 -1.1472 -0.08 -0.03 -1.06
H 0.8372 0.2999 -1.8158 -0.97 -0.04 -0.40
H 3.1039 0.4921 -1.9442 -0.23 1.66 1.68
H 2.9182 2.2659 -1.0783 0.63 -0.82 -0.28
H 1.4452 2.2314 -3.2939 1.21 0.44 -0.36
H 3.1938 2.5567 -3.4691 -1.95 -1.05 0.77

---

3.
86
Properties=species:S:1:pos:R:3:forces:R:3 method="wB97M-V/def2-TZVPD" e_homo_ev=-11.051 molar_mass_g_mol=945.0 e_tot_ha=-2655.3129 orbital_gap_ha=0.235 charge=+1
Pb 9.6204 -1.4471 16.3659 0.37 -0.16 -0.27
C 8.3174 4.3571 17.7015 0.05 0.14 0.27
C 8.3507 4.0416 19.0659 -0.38 0.26 -0.07
C 9.1556 3.0223 19.5680 0.21 0.21 -0.87
C 9.9377 2.3425 18.6546 -0.11 -0.22 0.22
C 10.6888 1.0504 18.6998 -0.74 1.26 -0.23
N 10.7841 0.4394 19.7991 0.20 -1.21 0.31
C 11.4146 -0.7961 19.9211 -0.72 0.67 0.13
C 11.6227 -1.1823 21.3305 0.24 -0.40 -0.42
C 11.0856 -0.6707 22.4991 0.20 0.09 -0.51
C 11.3853 -1.3750 23.6435 0.24 -0.56 0.27
C 12.2086 -2.5039 23.5865 -0.21 0.24 -0.45
C 12.7622 -3.0029 22.4112 -0.89 0.94 -0.17
C 12.3984 -2.3294 21.2634 -0.27 0.34 -0.10
C 12.5470 -2.6107 19.8028 0.21 -0.07 -0.10
N 13.2720 -3.4752 19.2446 -0.15 -0.09 -0.68
C 11.1900 -4.6880 15.2999 0.57 0.00 0.80
N 11.1080 -3.4811 14.8278 -0.16 -0.38 0.37
C 12.2606 -3.2376 14.0533 0.19 0.67 -0.29
N 12.5792 -2.1250 13.5171 0.17 -1.47 0.14
C 11.9295 -0.9678 13.6594 -0.23 0.67 1.16
N 11.5172 -0.4592 14.8235 0.49 -0.40 -0.95
C 11.1215 0.8428 14.5070 -0.09 0.27 -0.37
N 10.7316 1.7816 15.2694 0.35 0.40 0.59
C 10.6656 1.6711 16.6247 0.15 -0.85 -0.05
N 11.0861 0.6919 17.4148 0.11 0.10 -0.77
C 9.9355 2.6895 17.3315 -0.52 0.98 -0.38
C 9.1564 3.7039 16.8097 -0.28 -0.14 0.04
C 11.1430 1.0495 13.0517 0.30 -1.12 -0.50
C 10.4810 1.9492 12.2580 0.26 0.13 0.70
C 10.4191 1.6425 10.9219 0.06 -0.55 -1.69
C 11.0317 0.5019 10.3725 -0.17 0.67 0.64
C 11.7547 -0.3671 11.1627 -0.26 -0.63 0.39
C 11.7257 -0.1016 12.5153 -0.36 0.74 0.20
C 13.0798 -4.4361 13.9951 -0.06 -1.02 0.79
C 14.2619 -4.6973 13.3297 -0.49 0.45 -0.12
C 14.8325 -5.9306 13.5511 0.50 -0.49 0.10
C 14.3054 -6.7850 14.5024 0.37 -0.93 0.27
C 13.1089 -6.5745 15.1589 -0.57 1.01 0.11
C 12.4653 -5.3657 14.8735 0.12 0.15 -0.61
N 11.7921 -1.6594 19.0290 0.26 0.24 0.96
H 7.6097 5.0982 17.3418 0.18 -0.02 0.09
H 7.6811 4.5841 19.7352 0.23 -0.17 -0.12
H 9.1557 2.7636 20.5926 -0.06 -0.23 0.92
H 10.4487 0.2027 22.4865 0.05 0.04 0.03
H 10.9640 -1.1050 24.6009 -0.01 0.13 0.03
H 12.3370 -3.0525 24.4744 0.38 -0.51 1.07
H 13.3549 -3.8794 22.3857 0.49 -0.76 0.13
H 9.1286 3.8798 15.7434 0.03 0.09 0.02
H 9.9952 2.7755 12.7333 -0.33 0.42 -0.14
H 9.8564 2.2145 10.1937 -0.10 0.33 0.41
H 10.8537 0.2627 9.3500 0.09 0.04 -0.66
H 12.1586 -1.3019 10.7900 0.08 0.15 -0.08
H 14.7060 -3.9625 12.6721 -0.05 -0.02 -0.06
H 15.7160 -6.2676 13.0194 0.04 0.32 0.09
H 14.8650 -7.6693 14.7872 -0.03 -0.07 -0.32
H 12.7514 -7.2926 15.8921 0.29 0.18 -0.35
C 7.4280 -1.3195 20.6239 0.58 0.09 0.49
C 7.4788 -1.9071 19.2518 -0.17 -1.08 0.61
O 7.7179 -1.2853 18.2389 0.34 0.97 -0.67
N 7.2198 -3.2434 19.1821 0.18 0.74 -1.41
C 7.1350 -3.9128 17.8882 0.25 0.14 0.37
C 8.3612 -4.7386 17.6029 0.79 -0.70 -0.72
C 8.5291 -5.9546 18.2685 0.79 -0.56 0.03
C 9.5900 -6.8109 17.9204 -1.02 0.71 -0.16
C 10.4051 -6.4614 16.8532 -1.16 0.21 1.56
C 10.2060 -5.2135 16.3252 1.32 1.06 -1.75
N 9.2472 -4.3611 16.6614 -1.21 -0.12 0.67
H 8.3960 -0.9134 20.9479 -0.09 -0.01 -0.46
H 7.1619 -2.0513 21.3749 -0.23 -0.21 0.10
H 6.7174 -0.5117 20.6487 -0.30 0.34 -0.07
H 6.9437 -3.7222 19.9888 -0.38 -0.65 1.14
H 6.9562 -3.1616 17.1236 0.15 0.03 -0.04
H 6.2889 -4.5918 17.8783 -0.24 -0.04 0.13
H 7.8476 -6.2361 19.0639 0.01 -0.01 -0.07
H 9.7432 -7.7521 18.4160 -0.10 -0.17 0.23
H 11.1698 -7.1210 16.5764 0.66 -0.46 -0.51
H 13.8086 -3.9834 19.9315 0.15 -0.29 0.31
N 8.6208 -2.4883 14.1145 0.26 -0.14 0.22
N 8.5248 -1.4269 13.2093 0.00 0.18 0.15
C 8.1699 -0.1691 13.7848 -0.25 0.32 -0.69
O 7.6436 0.6646 13.0657 0.23 -0.35 0.17
O 8.5121 -0.0202 15.0124 0.02 0.05 0.64
H 9.4171 -3.0849 13.9217 -0.26 0.13 -0.10
H 7.7811 -3.0387 14.1717 -0.42 -0.17 0.01
H 8.0147 -1.6336 12.3647 -0.10 0.15 -0.10

---

4.
56
Properties=species:S:1:pos:R:3:forces:R:3 method="wB97M-V/def2-TZVPD" e_homo_ev="-5.388 / -5.269" s2=8.759 molar_mass_g_mol=622.7 e_tot_ha=-3962.5704 orbital_gap_ha="0.289 / 0.270" multiplicity=6 charge=-1
Fe 0.2000 -0.1247 0.0925 0.25 -0.13 0.80
O 1.2822 1.1843 1.0973 -0.08 0.02 0.12
C 1.8029 1.3816 2.2541 -0.03 -0.11 0.03
C 2.4411 2.6191 2.5310 0.01 -0.02 0.07
C 2.9979 2.8726 3.7597 0.00 0.06 -0.06
C 2.9640 1.9225 4.7896 0.00 -0.06 0.05
C 2.3602 0.7124 4.5415 0.02 0.02 0.01
C 1.7806 0.4181 3.2991 0.01 0.00 -0.03
C 1.2034 -0.8890 3.1076 -0.01 0.08 0.01
N 0.6328 -1.3116 2.0501 0.01 0.01 -0.07
C 0.1834 -2.7030 2.0548 0.05 -0.04 0.00
C -0.7716 -2.9396 0.8869 0.00 0.09 0.08
N -0.1549 -2.2422 -0.2193 -0.07 -0.09 -0.22
C 0.2879 -2.9171 -1.2088 0.09 -0.01 0.07
C 1.2172 -2.4310 -2.1974 0.02 0.04 -0.02
C 1.4655 -3.2021 -3.3369 -0.01 0.00 0.00
C 2.3963 -2.8130 -4.2722 0.01 0.01 -0.01
C 3.1114 -1.6311 -4.0553 0.01 0.01 -0.01
C 2.9070 -0.8648 -2.9303 -0.04 -0.04 0.02
C 1.9475 -1.2392 -1.9708 -0.05 -0.13 0.05
O 1.7916 -0.5206 -0.8887 -0.08 0.22 -0.37
H 2.4645 3.3525 1.7359 0.00 0.00 -0.01
H 3.4730 3.8314 3.9351 0.00 0.00 0.00
H 3.4070 2.1356 5.7530 0.00 0.00 0.00
H 2.3266 -0.0483 5.3158 0.00 0.00 0.01
H 1.2883 -1.5645 3.9695 0.00 0.01 0.01
H -0.2720 -2.9731 3.0124 -0.02 0.01 0.00
H 1.0660 -3.3338 1.9009 -0.04 -0.04 0.02
H -1.7493 -2.5124 1.0932 0.01 -0.02 0.00
H -0.8751 -4.0110 0.6890 0.01 0.00 -0.02
H 0.0051 -3.9720 -1.2877 0.02 -0.01 0.00
H 0.8882 -4.1085 -3.4835 0.00 0.00 -0.01
H 2.5632 -3.4003 -5.1648 0.00 0.00 0.00
H 3.8399 -1.3062 -4.7893 0.00 -0.01 0.00
H 3.4545 0.0527 -2.7612 0.01 0.00 0.01
Cl -5.4156 4.7718 0.6115 -0.01 0.00 0.01
C -4.0345 3.7492 0.2907 0.00 0.02 -0.01
C -3.1390 4.1163 -0.7379 -0.03 0.01 -0.01
C -2.0429 3.3585 -1.0158 0.02 -0.06 0.03
C -1.7608 2.1739 -0.2668 -0.10 0.01 0.17
O -0.6983 1.5210 -0.4858 0.17 -0.05 -0.45
C -2.7044 1.8034 0.7366 0.06 -0.03 0.00
C -2.5554 0.5765 1.4378 -0.08 0.07 -0.17
O -1.6823 -0.2811 1.2572 0.05 0.10 0.01
C -3.8300 2.6132 1.0072 0.02 -0.02 0.00
H -3.3456 5.0094 -1.3138 0.00 0.00 0.00
H -1.3634 3.6122 -1.8177 0.00 0.01 0.01
H -3.3200 0.3613 2.2034 -0.02 0.01 -0.02
H -4.5266 2.3145 1.7817 -0.01 0.00 0.00
F -0.7837 -0.4911 -2.1188 -0.16 0.11 -0.21
P -1.9443 -0.4395 -3.3055 0.06 -0.05 0.07
F -1.3216 0.9505 -3.8264 -0.02 0.01 0.00
F -3.0729 -0.4112 -4.4503 -0.01 0.01 0.00
F -2.5285 -1.8394 -2.7275 0.00 -0.04 0.00
F -2.9115 0.3674 -2.2924 -0.02 0.01 0.04
F -0.9452 -1.2605 -4.2704 -0.01 0.01 0.00